Formula: C24H29AsN2O10PtS3
Source: OMol25
Level of theory: wB97M-V/def2-TZVPD

ORCA input file:
```
! RIJCOSX wB97M-V def2-TZVPD def2/J DEFGRID3
* xyz 2 1
Pt 1.054 0.032 -0.306
As 3.980 -0.873 0.728
S 2.172 1.204 2.240
S -2.529 -0.239 -0.943
S 0.012 2.783 1.344
O -1.105 0.109 -1.267
O 4.769 -2.421 0.445
O 1.064 1.985 2.902
O 0.998 -3.590 -2.739
O 5.129 0.229 0.837
O 2.218 1.666 0.836
O 3.045 -0.674 -0.668
O 0.666 -2.108 -1.180
O -0.325 1.443 0.831
O 3.379 1.211 2.969
N 1.549 -0.048 -2.764
N 1.433 -1.379 -3.191
C -1.557 3.127 2.250
C 1.613 -0.509 2.281
C -2.488 -1.934 -0.310
C -2.977 0.720 0.578
C 1.400 -3.126 3.155
C 1.043 -2.351 -2.325
C -2.200 -4.592 0.310
C 0.234 3.356 -1.376
C -0.083 3.875 -0.134
C 2.524 -2.739 2.434
C -3.260 -4.183 -0.486
C -1.449 -2.324 0.516
C -0.353 6.059 -1.046
C 0.491 -0.899 3.004
C 0.217 4.204 -2.473
C 2.614 -1.431 2.003
C -2.815 3.177 1.378
C -0.070 5.551 -2.305
C 1.320 -3.968 -4.079
C 0.385 -2.218 3.423
C -1.310 -3.665 0.829
C -2.928 2.197 0.202
C -3.411 -2.843 -0.802
C -0.329 5.223 0.059
H -1.438 4.061 2.794
H -0.733 -1.592 0.872
H 0.638 -3.493 -4.789
H -4.225 -2.512 -1.429
H 2.361 -3.754 -4.333
H 1.323 -4.143 3.507
H -2.919 4.183 0.969
H 1.044 0.575 -3.392
H -1.576 2.316 2.972
H 0.447 3.819 -3.453
H -0.253 -0.167 3.279
H -3.952 -4.908 -0.882
H -2.262 0.473 1.356
H 1.175 -5.047 -4.097
H 2.527 0.230 -2.645
H -2.066 -5.641 0.521
H -3.839 2.453 -0.339
H -2.095 2.350 -0.486
H -3.667 3.015 2.045
H 0.474 2.302 -1.473
H -0.566 7.107 -0.917
H -0.495 -3.983 1.458
H -0.485 -2.532 3.978
H -0.045 6.215 -3.155
H 1.954 -1.649 -4.020
H -3.975 0.404 0.869
H 3.316 -3.444 2.219
H -0.510 5.615 1.045
H 5.720 -2.287 0.366
*
```

Results
Energy relative to the best compared isomer or geometry (same formula, charge and spin) = 887.5 kJ/mol
Maximum force = 4.16 eV Å⁻¹
Electronic energy = -145380.18244 eV
Gap between HOMO and LUMO (alpha / beta) = 3.9 / 3.9 eV

The computed Mulliken charges, all in e, follow: Pt 2.579; As 0.788; S 1.242; S -0.011; S 0.902; O -0.488; O -0.610; O -0.668; O -0.377; O -0.671; O -0.632; O -0.702; O -0.155; O -1.013; O -0.506; N -0.560; N -0.078; C -0.663; C 0.408; C 0.690; C -0.192; C -0.751; C 0.157; C -0.882; C -0.242; C 0.751; C -0.470; C -0.678; C 0.450; C -0.799; C -0.533; C -0.684; C 0.103; C -0.927; C -0.549; C -0.870; C -0.732; C -0.444; C -0.354; C -0.673; C -0.425; H 0.665; H -0.195; H 0.359; H 0.468; H 0.356; H 0.471; H 0.432; H 0.272; H 0.523; H 0.458; H 0.551; H 0.427; H -0.193; H 0.264; H 0.329; H 0.460; H 0.603; H 0.023; H 0.463; H 0.133; H 0.456; H 0.441; H 0.454; H 0.449; H 0.273; H 0.816; H 0.634; H 0.537; H 0.337